Density functional theory data (ωB97M-V/def2-TZVPD) for a cluster of 3 separate species, C35H49N2O6P in total in a non-equilibrium geometry.

For the orbital gap, the calculation gives 7.22 eV. The LUMO energy is -0.037 Eh. As for the HOMO energy: -8.24 eV. As for the net charge: 0.

Cartesian coordinates (Å):
C1 1.0088 5.0671 -7.2473
C2 2.4231 4.8041 -6.4706
C3 2.2971 3.2899 -5.8700
C4 3.4902 2.9056 -4.8729
O1 3.5865 1.4941 -4.5213
C5 2.3867 0.7798 -4.7653
C6 2.1970 -0.0412 -6.0995
C7 0.9019 -0.8707 -6.3989
C8 -0.3245 -0.9214 -5.4068
P1 -1.8871 -1.9398 -5.7840
C9 -1.2793 -3.5480 -6.6529
O2 -2.6016 -2.5400 -4.3269
C10 -0.1376 -0.0983 -4.0765
C11 1.1823 0.7115 -3.7738
C12 1.2462 1.4537 -2.3373
O3 1.6834 2.6174 -2.1736
C13 0.6526 0.5467 -1.1351
C14 1.3645 0.4198 0.2340
C15 0.6888 -0.5430 1.2756
C16 1.3606 -0.8083 2.7312
C17 1.6493 -2.4034 2.7616
C18 0.8141 -3.3849 3.6628
C19 1.0783 -4.9340 3.6539
C20 2.1775 -5.5948 2.7866
C21 3.0161 -4.6240 1.8769
C22 2.7473 -3.0768 1.8726
C23 3.6746 -2.2363 0.8410
C24 -0.6504 -1.3114 0.9871
C25 -1.3661 -1.1841 -0.3870
C26 -0.6764 -0.2470 -1.4341
C27 -1.2742 -0.0556 -2.9242
O4 -2.4930 0.1497 -3.1587
H1 1.1573 5.5973 -8.2480
H2 0.2928 5.5975 -6.5345
H3 0.5569 4.0326 -7.4904
H4 3.2570 4.7278 -7.2703
H5 2.6370 5.5858 -5.6703
H6 2.2448 2.6160 -6.8091
H7 1.3258 3.2806 -5.2672
H8 3.3387 3.5493 -3.9210
H9 4.5007 3.2579 -5.3149
H10 3.0971 -0.0164 -6.8160
H11 0.8510 -1.4738 -7.3787
H12 -2.1409 -3.9196 -7.3116
H13 -0.3126 -3.3584 -7.2267
H14 -1.1435 -4.3472 -5.8312
H15 -1.9107 -2.8235 -3.6830
H16 2.3256 1.0031 0.4368
H17 0.5536 -0.5133 3.5011
H18 2.3194 -0.2009 2.8214
H19 -0.0101 -2.9660 4.3260
H20 0.4258 -5.6259 4.3025
H21 2.3742 -6.7258 2.7466
H22 3.8177 -5.1194 1.2215
H23 2.9514 -1.7950 0.0667
H24 4.3306 -1.4618 1.3617
H25 4.3591 -2.9571 0.2538
H26 -1.1061 -1.9865 1.7982
H27 -2.3215 -1.7295 -0.6870
C28 1.1134 1.4806 7.1098
C29 0.6773 0.1829 6.4365
C30 0.0037 -0.8129 7.4037
O5 0.9146 -1.5278 8.2327
C31 1.2999 -0.8400 9.4115
N1 1.8355 -0.4167 5.7621
H28 1.9939 1.3509 7.7410
H29 1.3683 2.2315 6.3564
H30 0.3079 1.8909 7.7258
H31 -0.0632 0.4496 5.6731
H32 -0.5011 -1.5757 6.8005
H33 -0.7746 -0.3284 8.0053
H34 0.4802 -0.2495 9.8304
H35 2.1653 -0.2050 9.2134
H36 1.6011 -1.5847 10.1517
H37 1.5223 -1.2382 5.2475
H38 2.4398 -0.8056 6.4873
C32 -5.7212 2.9010 1.0918
C33 -4.9741 2.3194 -0.1048
C34 -5.0679 0.7827 -0.1980
O6 -4.2051 0.0902 0.7009
C35 -4.7325 -0.0843 2.0049
N2 -3.5788 2.7745 -0.0628
H39 -5.2081 2.7170 2.0373
H40 -5.8188 3.9853 0.9872
H41 -6.7301 2.4837 1.1628
H42 -5.4410 2.7308 -1.0064
H43 -4.7406 0.4883 -1.2009
H44 -6.1023 0.4331 -0.0942
H45 -5.8121 -0.2586 1.9927
H46 -4.4922 0.7786 2.6290
H47 -4.2476 -0.9568 2.4497
H48 -3.1056 2.4512 -0.9056
H49 -3.1140 2.2576 0.6851